# 1
DFT (the ωB97M-V functional and the def2-TZVPD basis) results for C2H2O3Pm as an isolated structure in a non-equilibrium geometry.

```
! wB97M-V def2-TZVPD RIJCOSX def2/J DEFGRID3
* xyz 2 6
O -0.62246 0.42285 1.35866
C -0.46122 0.79455 0.13142
Pm 0.92569 -1.01160 2.33013
H -0.04995 1.80089 -0.05410
O 0.90065 -1.45751 -0.01698
C 0.53729 -0.53482 -0.77832
O -0.18248 -0.54006 -1.80769
H -1.04752 0.52570 -1.16313
*
```

Summary:
<S²>   9.142
DFT total energy   -24779.278 eV
Maximum force   4.83 eV Å⁻¹


# 2
DFT (the ωB97M-V functional and the def2-TZVPD basis) results for an isolated molecule of C5H9N3 in a non-equilibrium geometry.

```
! wB97M-V def2-TZVPD RIJCOSX def2/J DEFGRID3
* xyz 0 1
C 0.34842 -2.59713 1.32124
N 0.53529 -1.38756 0.84450
N 1.01107 -1.40502 -0.54108
C 0.48828 -0.55284 -1.28634
C -0.84925 0.27031 -1.05257
C -0.86198 1.48435 0.01172
C 0.35961 2.06710 0.24798
N -0.30680 1.34015 1.35536
H 0.32462 -2.54913 2.51572
H 0.44931 -3.54748 0.56811
H 1.05225 -0.77314 -2.39014
H -1.09735 0.77991 -2.01434
H -1.67443 -0.49305 -0.84073
H -1.70632 2.21540 -0.14308
H 1.25902 1.59948 -0.23405
H 0.67665 3.17623 0.36026
H -0.00839 0.37243 1.27745
*
```

Summary:
SMILES string   C=N/N=C\C[C@@H]1CN1
DFT total energy   -9796.078 eV
Maximum force   6.53 eV Å⁻¹


# 3
DFT (the ωB97M-V functional and the def2-TZVPD basis) results for C51H45MgN7OP as an isolated structure.

```
! wB97M-V def2-TZVPD RIJCOSX def2/J DEFGRID3
* xyz 1 1
Mg 0.65755 -0.55643 -0.42530
C -2.03399 -1.32578 3.96354
N -1.76753 -1.68542 2.57418
C -1.36286 -0.84869 1.58700
N -1.16914 -1.52341 0.46815
C -1.48689 -2.83559 0.70946
C -1.82922 -2.95737 2.04334
C -2.17898 -4.13109 2.87449
C -3.50515 -4.44215 3.15701
C -3.81116 -5.56531 3.91460
C -2.79389 -6.37823 4.39489
C -1.46682 -6.06344 4.12921
C -1.15897 -4.94254 3.37074
C -1.47997 -3.83081 -0.38364
C -1.69764 -5.19081 -0.16098
C -1.66531 -6.09331 -1.21489
C -1.42844 -5.65652 -2.50945
C -1.24742 -4.30126 -2.74839
C -1.27868 -3.40013 -1.69765
P -1.36904 0.97567 1.70901
C -1.76164 1.28209 -0.05078
N -1.06766 0.80850 -1.07257
C -1.69369 1.22049 -2.21758
C -2.80077 1.96591 -1.87862
N -2.82519 1.99958 -0.50142
C -3.80581 2.71327 0.31068
C -3.76906 2.68225 -2.72858
C -5.13856 2.44128 -2.62797
C -6.03108 3.11529 -3.44940
C -5.56249 4.03096 -4.38146
C -4.19876 4.27007 -4.49209
C -3.30579 3.60150 -3.66900
C -1.20577 0.79789 -3.54419
C 0.16687 0.69662 -3.77081
C 0.65396 0.24670 -4.98905
C -0.22937 -0.09959 -6.00200
C -1.59719 0.01293 -5.79005
C -2.08531 0.45771 -4.57000
C 0.40728 1.40793 1.62122
N 1.18526 1.29648 0.55219
C 2.34360 1.98725 0.80439
C 2.26873 2.50371 2.08141
N 1.03683 2.13640 2.57430
C 0.52043 2.45363 3.90380
C 3.24955 3.23994 2.90270
C 4.38707 2.57672 3.35773
C 5.33407 3.26091 4.10619
C 5.15014 4.60578 4.40268
C 4.01304 5.26774 3.95748
C 3.06301 4.58646 3.20871
C 3.39199 2.15678 -0.22570
C 4.36770 3.14840 -0.12846
C 5.32810 3.29927 -1.12022
C 5.33026 2.47057 -2.23219
C 4.35865 1.48621 -2.34567
C 3.40611 1.33718 -1.35331
H -1.27309 -0.63801 4.32436
H -2.00555 -2.22486 4.56990
H -3.01323 -0.86052 4.06844
H -4.29871 -3.81155 2.77214
H -4.84423 -5.80877 4.12770
H -3.03343 -7.26276 4.97323
H -0.67158 -6.69250 4.50941
H -0.12742 -4.69448 3.14628
H -1.89554 -5.55911 0.83587
H -1.82793 -7.14609 -1.01865
H -1.39913 -6.36431 -3.32908
H -1.08571 -3.94212 -3.75847
H -1.17162 -2.34240 -1.90161
H -4.03240 3.66991 -0.15159
H -3.39776 2.88285 1.30136
H -4.72775 2.14290 0.40472
H -5.50742 1.70421 -1.92258
H -7.09211 2.91619 -3.36895
H -6.25905 4.55558 -5.02281
H -3.83004 4.98259 -5.21898
H -2.24012 3.78380 -3.75374
H 0.85315 1.02808 -3.00051
H 1.72228 0.18239 -5.15316
H 0.14622 -0.44925 -6.95522
H -2.28943 -0.25547 -6.57877
H -3.15484 0.52305 -4.40675
H 1.34569 2.76649 4.53361
H 0.05711 1.57612 4.34443
H -0.21166 3.25752 3.85794
H 4.52448 1.53042 3.10325
H 6.21854 2.74355 4.45759
H 5.89588 5.14023 4.97818
H 3.86873 6.31669 4.18689
H 2.18034 5.10212 2.84458
H 4.37920 3.82318 0.71520
H 6.07546 4.07745 -1.02312
H 6.07987 2.59193 -3.00526
H 4.35108 0.82761 -3.20735
H 2.67972 0.54166 -1.44058
N 5.38566 -1.16200 -0.11525
C 4.10651 -1.30539 0.32094
O 3.65161 -0.59267 1.20687
C 3.30085 -2.41316 -0.33500
C 1.80359 -2.29741 -0.03724
H 5.97752 -0.46486 0.29976
H 5.76672 -1.76167 -0.82153
H 3.72444 -3.34206 0.06780
H 3.49881 -2.42688 -1.41020
H 1.69057 -2.39318 1.05472
H 1.29477 -3.16722 -0.46647
*
```

Summary:
DFT total energy   -80828.975 eV
Maximum force   0.55 eV Å⁻¹


# 4
DFT (the ωB97M-V functional and the def2-TZVPD basis) results for an isolated molecule of C16H16N2OS.

```
! wB97M-V def2-TZVPD RIJCOSX def2/J DEFGRID3
* xyz 0 1
C 5.09869 0.63208 -1.00082
C 3.74975 0.71935 -0.35576
C 2.92783 1.81778 -0.58511
C 1.68820 1.91226 0.01661
C 1.23480 0.90566 0.86162
C -0.13789 0.98644 1.46720
N -1.16786 1.02724 0.44058
C -2.18168 1.91216 0.51423
O -2.31133 2.73809 1.38822
C -3.15376 1.76076 -0.64185
S -2.68995 0.27258 -1.55842
C -1.06304 0.14819 -0.69154
C -0.77728 -1.26898 -0.30225
C 0.25306 -1.98460 -0.89892
C 0.49008 -3.28497 -0.48782
C -0.31088 -3.81463 0.51307
N -1.29687 -3.14324 1.08294
C -1.52841 -1.90951 0.68006
C 2.05330 -0.18926 1.09644
C 3.29726 -0.27786 0.49746
H 5.47301 -0.38845 -0.98495
H 5.05785 0.97860 -2.03144
H 5.80819 1.26305 -0.46500
H 3.26579 2.60609 -1.24240
H 1.06043 2.77266 -0.16829
H -0.26468 1.90510 2.04973
H -0.31004 0.12732 2.12608
H -3.09934 2.63713 -1.29052
H -4.17204 1.66081 -0.26813
H -0.29134 0.50434 -1.39073
H 0.86035 -1.52444 -1.66562
H 1.28137 -3.86991 -0.92962
H -0.16047 -4.82153 0.87889
H -2.35271 -1.40162 1.16506
H 1.71575 -0.97963 1.75199
H 3.92139 -1.13802 0.69253
*
```

Summary:
SMILES string   Cc1ccc(CN2C(=O)CS[C@@H]2c2cccnc2)cc1
DFT total energy   -32715.377 eV
Maximum force   0.72 eV Å⁻¹


# 5
DFT (the ωB97M-V functional and the def2-TZVPD basis) results for C37H27N7O2STi as an isolated structure in a non-equilibrium geometry.

```
! wB97M-V def2-TZVPD RIJCOSX def2/J DEFGRID3
* xyz -2 3
Ti -0.34006 -0.15475 0.29580
O -2.87548 -3.13697 -1.00149
C -2.13818 -2.15133 -0.88251
N -1.29142 -1.91148 0.18057
C -0.98792 -2.80168 1.22128
C -1.60032 -4.02871 1.45506
C -1.17143 -4.84279 2.50412
C -0.13046 -4.44730 3.32337
C 0.50111 -3.22136 3.10965
C 0.08302 -2.38815 2.08068
N 0.62420 -1.13045 1.78097
C 1.80435 -0.62285 2.20595
O 2.64667 -1.18246 2.93310
C 2.06657 0.73596 1.64094
C 3.19129 1.44664 2.00087
C 3.45066 2.70261 1.46445
C 2.51249 3.20579 0.51910
C 1.42535 2.46072 0.18026
N 1.14592 1.22583 0.70473
C -2.06104 -1.11821 -1.93124
C -2.56701 -1.29944 -3.19788
C -2.10297 -0.54968 -4.28332
C -0.91625 0.18880 -4.05533
C -0.45509 0.41894 -2.80009
N -1.32583 0.13395 -1.66779
H -2.40501 -4.32910 0.80233
H -1.66413 -5.79537 2.66976
H 0.20037 -5.08598 4.13569
H 1.32036 -2.89482 3.73243
H 3.84960 0.98277 2.72557
H 4.32050 3.27624 1.75607
H 2.64052 4.18079 0.06411
H 0.69983 2.83276 -0.53696
H -3.23643 -2.14161 -3.34228
H -2.47757 -0.71338 -5.28490
H -0.29918 0.50480 -4.89299
H 0.52036 0.82866 -2.56923
C 1.28757 0.05900 5.66622
C 0.95869 1.32614 4.92798
C 1.71486 2.50646 5.16265
C 1.39296 3.63684 4.47955
C 0.33281 3.61855 3.54359
C -0.06433 4.78077 2.83729
C -1.10149 4.69965 1.95543
C -1.74315 3.46545 1.71512
C -1.36947 2.29701 2.34446
S -2.11282 0.75731 1.92112
C -0.32999 2.38919 3.33682
N -0.01243 1.28012 4.05742
H 1.69006 0.26891 6.66014
H 0.39271 -0.55635 5.74877
H 2.02607 -0.51028 5.09603
H 2.53117 2.48951 5.87498
H 1.94234 4.56045 4.63202
H 0.46799 5.71039 3.00695
H -1.42654 5.57763 1.40813
H -2.54878 3.42167 0.99116
N 2.37130 -1.79386 -0.82752
C 1.38420 -1.16630 -0.79879
H 3.03257 -2.27942 -0.24821
C -2.25416 1.28427 -1.35251
C -2.89337 2.00848 -2.50530
C -2.22751 3.03016 -3.17694
C -2.83249 3.70174 -4.22560
C -4.13327 3.36764 -4.59276
C -4.82929 2.37271 -3.90608
C -4.20340 1.70188 -2.87305
C -4.77550 4.07216 -5.67184
N -5.29172 4.63415 -6.53378
H -1.68535 2.01212 -0.76102
H -3.02464 0.87267 -0.70546
H -1.21996 3.28906 -2.87851
H -2.30749 4.48516 -4.75625
H -5.84173 2.12324 -4.19409
H -4.71840 0.90813 -2.34684
*
```

Summary:
<S²>   2.021
DFT total energy   -87286.171 eV
Maximum force   1.49 eV Å⁻¹


# 6
DFT (the ωB97M-V functional and the def2-TZVPD basis) results for an isolated ion of composition C7H11O6 and charge +1 in a non-equilibrium geometry.

```
! wB97M-V def2-TZVPD RIJCOSX def2/J DEFGRID3
* xyz 1 1
C 0.76274 0.51689 -0.82652
C -0.62261 0.47015 -0.04846
C 1.62043 -0.71068 -0.46702
C 2.26146 1.14852 0.82378
C -1.32240 -0.85767 -0.37651
C 2.28620 -0.15659 0.73269
C -2.61116 -1.18677 0.42543
O 1.44655 1.64039 -0.34002
O -1.29904 1.60732 -0.54360
O 2.64527 -0.80296 -1.39180
O 2.75279 -0.98730 1.66060
O -2.98631 -0.06931 1.25637
O -0.88462 -1.64374 -1.13924
H 0.56035 0.74963 -1.90547
H -0.38289 0.60071 0.98289
H 1.00424 -1.56006 -0.54964
H 2.84922 1.86030 1.50697
H -2.44234 -2.07517 1.09898
H -3.51376 -1.58516 -0.26948
H 2.02638 2.11236 -1.00412
H -2.16539 1.73117 -0.05660
H 2.95471 -1.71004 -1.81662
H 3.04386 -0.58961 2.50549
H -3.90609 -0.32714 1.47878
*
```

Summary:
DFT total energy   -19711.205 eV
Maximum force   4.36 eV Å⁻¹


# 7
DFT (the ωB97M-V functional and the def2-TZVPD basis) results for an isolated molecule of C4H6N2O in a non-equilibrium geometry.

```
! wB97M-V def2-TZVPD RIJCOSX def2/J DEFGRID3
* xyz 0 1
C 0.43110 -1.96432 -0.29729
N -0.76975 -1.81328 -0.07635
N -1.19288 -0.59554 -0.44532
C -0.46472 0.33492 -0.00228
C -0.72989 1.69994 -0.41664
C 0.64463 0.10792 0.99425
O 1.69862 0.74019 1.06342
H 1.08841 -1.39069 -0.89766
H 0.98177 -3.02147 -0.06870
H -1.53531 1.63185 -1.12062
H 0.19531 2.14980 -1.00143
H -0.74999 2.53287 0.36044
H 0.40269 -0.41220 1.90819
*
```

Summary:
SMILES string   C=N/N=C(/C)C=O
DFT total energy   -9269.484 eV
Maximum force   7.34 eV Å⁻¹


# 8
DFT (the ωB97M-V functional and the def2-TZVPD basis) results for an isolated molecule of C4H8O2.

```
! wB97M-V def2-TZVPD RIJCOSX def2/J DEFGRID3
* xyz 0 1
C -1.20647 -1.21530 0.26775
C -0.27353 -0.03286 0.40179
C 1.16207 -0.38257 0.01043
O 2.10128 0.60240 0.32407
C -0.04099 1.99895 -0.73654
O -0.84655 1.02876 -0.45351
H -2.23086 -0.93870 0.52790
H -0.87814 -2.02104 0.93102
H -1.19566 -1.58823 -0.76237
H -0.27678 0.39239 1.40942
H 1.43176 -1.28171 0.57726
H 1.17396 -0.66176 -1.05994
H 1.71280 1.42350 -0.05132
H -0.63288 2.67617 -1.38597
*
```

Summary:
DFT total energy   -8369.600 eV
Maximum force   0.60 eV Å⁻¹


# 9
DFT (the ωB97M-V functional and the def2-TZVPD basis) results for a 2-piece molecular cluster, C2H8S2 overall in a non-equilibrium geometry.

```
! wB97M-V def2-TZVPD RIJCOSX def2/J DEFGRID3
* xyz 0 1
C 2.71189 -3.85991 1.90908
S 1.32865 -4.96005 1.41915
H 3.73292 -4.15038 1.60953
H 2.67227 -3.79825 3.00964
H 2.49356 -2.86211 1.49274
H 1.61228 -5.00492 0.10005
C -1.95247 4.02962 -1.63890
S -3.59338 4.34912 -2.22420
H -1.50671 4.86548 -1.07388
H -1.35250 3.86053 -2.54887
H -1.90949 3.12088 -1.01525
H -4.23701 4.40998 -1.03907
*
```

Summary:
SMILES string   CS.CS
DFT total energy   -23873.704 eV
Maximum force   1.26 eV Å⁻¹


# 10
DFT (the ωB97M-V functional and the def2-TZVPD basis) results for C33H28FeN6O3S2 as an isolated structure.

```
! wB97M-V def2-TZVPD RIJCOSX def2/J DEFGRID3
* xyz -2 5
Fe 0.15781 -0.04907 -0.17450
C -0.93301 3.10090 3.20045
C -0.40800 1.90928 2.42218
N -0.68677 1.76605 1.18102
N -1.57804 2.68808 0.68370
C -1.27872 3.15345 -0.48224
S 0.09780 2.93513 -1.41850
S -2.61854 4.25840 -1.10420
C -2.38083 5.63705 0.09065
C -1.10321 6.39306 -0.10483
C -1.04009 7.45749 -1.00124
C 0.14124 8.15589 -1.19429
C 1.28332 7.79389 -0.49136
C 1.23457 6.72750 0.39411
C 0.04997 6.03125 0.58533
C 0.48994 0.98137 3.11686
C 0.35286 0.77189 4.49028
C 1.22085 -0.03132 5.20871
C 2.28026 -0.64190 4.53024
C 2.44056 -0.46439 3.17666
C 1.54888 0.33366 2.39989
O 1.71934 0.47422 1.13994
H -0.94210 3.98193 2.56215
H -0.31083 3.29152 4.07206
H -1.96243 2.92320 3.52631
H -2.42725 5.17519 1.07546
H -3.24638 6.28594 -0.04998
H -1.93029 7.72526 -1.56156
H 0.17768 8.97554 -1.90336
H 2.20846 8.33903 -0.63894
H 2.12806 6.42056 0.92337
H 0.02669 5.18599 1.26338
H -0.47768 1.24010 5.01155
H 1.07302 -0.18694 6.27140
H 2.97647 -1.26703 5.08220
H 3.23907 -0.95712 2.63425
O -0.34447 -1.62404 1.23602
C -1.26557 -2.50211 1.21001
C -1.92986 -2.88716 2.41438
C -2.94914 -3.81268 2.43156
C -3.37174 -4.42779 1.24713
C -2.73302 -4.09919 0.06488
C -1.69324 -3.16842 0.00435
C -1.02720 -2.93389 -1.25647
N -0.08294 -2.09003 -1.41463
N 0.59892 -2.13376 -2.59383
C 1.38082 -1.08467 -2.70407
O 1.39770 -0.06626 -1.94890
C 2.33379 -1.10402 -3.85151
C 2.05233 -1.77910 -5.03647
C 2.92272 -1.70282 -6.11357
C 4.09843 -0.96861 -6.01925
C 4.39350 -0.30926 -4.83172
C 3.51332 -0.36741 -3.76275
H -1.59325 -2.40692 3.32732
H -3.43554 -4.06498 3.36898
H -4.17500 -5.15608 1.26247
H -3.04377 -4.58804 -0.85576
H -1.33982 -3.54351 -2.11257
H 1.14037 -2.35894 -5.09528
H 2.67900 -2.20974 -7.04134
H 4.77050 -0.90031 -6.86721
H 5.31037 0.26319 -4.74361
H 3.71610 0.15771 -2.83780
N -4.33614 0.00184 0.34220
C -4.45293 0.07949 -1.03021
C -3.17890 -0.01119 -1.50426
N -2.30303 -0.13653 -0.45800
C -3.01989 -0.12618 0.63230
H -5.08372 0.05600 1.00475
H -5.40432 0.19997 -1.51902
H -2.81754 0.02416 -2.51946
H -2.62825 -0.20816 1.63411
*
```

Summary:
<S²>   6.008
DFT total energy   -105818.601 eV
Maximum force   0.74 eV Å⁻¹


# 11
DFT (the ωB97M-V functional and the def2-TZVPD basis) results for an isolated molecule of C15H16ClNO3.

```
! wB97M-V def2-TZVPD RIJCOSX def2/J DEFGRID3
* xyz 0 1
C 4.83500 -1.56043 -0.09264
C 4.64532 -1.23718 -1.57371
O 3.39453 -0.66517 -1.88282
C 3.21730 0.65724 -1.42916
C 1.91371 1.19837 -2.01492
C 0.69929 0.35592 -1.62532
N 0.42322 0.49258 -0.21969
C -0.72907 0.35458 0.45370
C -0.75294 0.50051 1.82036
Cl 0.74843 0.81402 2.65507
C -1.91935 0.43743 2.66087
O -1.88579 0.56324 3.87590
C -3.19826 0.22693 1.93234
C -4.38590 0.20850 2.65145
C -5.59612 0.02054 2.00487
C -5.62736 -0.15730 0.63044
C -4.44884 -0.14833 -0.09352
C -3.22621 0.04661 0.54646
C -1.99606 0.03400 -0.26557
O -2.01612 -0.23669 -1.45094
H 5.74308 -2.14260 0.03558
H 3.99065 -2.14064 0.27141
H 4.92192 -0.65467 0.50270
H 4.67548 -2.15962 -2.15921
H 5.45512 -0.57518 -1.91781
H 4.05925 1.28542 -1.76073
H 3.19177 0.69146 -0.32951
H 1.77636 2.22970 -1.68637
H 1.99539 1.18565 -3.10168
H 0.90815 -0.69228 -1.87024
H -0.17239 0.67151 -2.19962
H 1.23066 0.63445 0.37779
H -4.33618 0.34477 3.72153
H -6.51421 0.01169 2.57312
H -6.56933 -0.30485 0.12395
H -4.45053 -0.29018 -1.16406
*
```

Summary:
SMILES string   CCOCCCNC1=C(Cl)C(=O)c2ccccc2C1=O
DFT total energy   -35969.390 eV
Maximum force   0.86 eV Å⁻¹


# 12
DFT (the ωB97M-V functional and the def2-TZVPD basis) results for an isolated molecule of C2H4N2O.

```
! wB97M-V def2-TZVPD RIJCOSX def2/J DEFGRID3
* xyz 0 1
H -1.64464 1.53244 1.56696
N -0.76304 1.02168 1.54831
C -0.73908 0.24208 0.55290
N 0.36270 -0.59549 0.31755
C 1.06224 -0.54464 -0.86831
O 2.15000 -1.04298 -1.02874
H -1.54582 0.11702 -0.17581
H 0.90828 -0.87581 1.12363
H 0.53022 0.02002 -1.65762
*
```

Summary:
SMILES string   [H]/N=C/NC=O
DFT total energy   -7166.236 eV
Maximum force   0.46 eV Å⁻¹


Question: Which value of DFT total energy does entry 10 give?
Answer: -105818.601 eV